1.
# C44H46AsIrN7O3

C44H46AsIrN7O3 as an isolated structure (the ωB97M-V functional and the def2-TZVPD basis, OMol25).

The geometry in ORCA input format:
```
! wB97M-V def2-TZVPD RIJCOSX def2/J DEFGRID3
* xyz 2 2
Ir -0.36 -1.77 2.07
As -0.02 1.01 -1.26
O 2.80 -2.24 4.47
O -1.87 2.87 -0.45
O -3.51 1.42 -0.03
N 0.95 -2.59 -0.28
N 1.34 -2.45 2.72
N -0.35 0.66 2.56
N -5.46 2.98 -0.48
N 0.14 -1.59 0.25
N -0.71 -1.83 4.15
N -4.21 3.42 2.47
C -1.24 0.41 -3.72
C -0.72 3.39 2.97
C -1.05 -3.61 1.80
C 0.55 2.83 3.02
C -1.31 0.09 -5.07
C -1.57 1.19 2.53
C -2.58 -5.04 0.58
C 0.46 -1.87 4.83
C 1.94 -3.23 0.41
C -1.93 -3.82 0.73
C -3.06 2.60 -0.41
C -1.80 2.54 2.72
C 0.69 1.47 2.81
C 0.03 0.63 -3.12
C 1.21 0.47 -3.89
C -0.80 -4.66 2.68
C 0.53 -1.71 6.19
C 1.39 -3.86 -2.24
C 1.68 -2.18 4.00
C 3.49 2.87 0.02
C 2.41 4.38 -1.48
C 2.66 -4.21 -0.25
C -0.66 -1.52 6.90
C -0.16 -0.06 -5.83
C 2.38 -2.84 1.80
C -3.14 3.05 2.60
C 2.65 0.55 0.41
C 2.51 1.93 -0.19
C -4.16 3.59 -0.75
C 1.08 0.11 -5.21
C -0.23 -0.41 -7.29
C 0.70 -2.89 -1.58
C 4.55 5.12 -0.38
C 3.46 4.11 -0.61
C 1.41 3.46 -1.74
C 1.45 2.22 -1.07
C -2.53 0.58 -2.97
C 2.61 0.61 -3.34
C -1.85 -1.66 4.83
C -2.33 -6.07 1.48
C 0.29 3.84 -2.68
C -1.86 -1.51 6.21
C 2.40 -4.54 -1.57
C -1.44 -5.88 2.52
H 4.72 5.27 0.69
H -0.64 -1.39 7.97
H 4.32 2.63 0.68
H -2.28 -0.05 -5.53
H 3.44 -4.72 0.30
H -4.05 3.86 -1.80
H 0.32 4.91 -2.88
H -5.94 3.42 0.29
H -0.69 3.62 -2.25
H -2.12 -3.03 0.01
H 3.38 0.55 1.23
H 0.37 3.32 -3.64
H -3.32 -0.01 -3.44
H -6.07 2.98 -1.29
H -3.98 4.50 -0.17
H -2.40 0.52 2.34
H 0.32 -1.33 -7.49
H 3.14 -2.05 1.69
H -0.10 -2.31 -2.01
H 1.66 1.01 2.86
H 5.49 4.76 -0.80
H -2.80 -1.39 6.72
H -1.26 -0.53 -7.62
H 0.24 0.38 -7.89
H 1.14 -4.08 -3.27
H -3.27 -5.19 -0.24
H -4.50 1.54 -0.06
H 2.76 0.04 -2.43
H 1.98 -0.04 -5.81
H 3.32 0.23 -4.08
H 2.87 1.64 -3.13
H 2.37 5.35 -1.97
H -1.24 -6.68 3.22
H 1.49 -1.76 6.67
H 2.97 -5.32 -2.06
H -2.76 -1.67 4.25
H -2.84 1.63 -2.99
H -2.83 -7.02 1.36
H 3.02 -0.16 -0.34
H 1.70 0.16 0.77
H -0.12 -4.52 3.51
H -2.46 0.28 -1.93
H 4.32 6.08 -0.83
H 1.42 3.44 3.23
H -0.88 4.45 3.12
H 2.91 -3.70 2.21
*
```

LUMO energy (alpha / beta): -6.710 / -6.760 eV
HOMO level (alpha / beta): -12.75 / -12.87 eV
⟨S²⟩: 0.773
frontier orbital gap (alpha / beta): 6.04 / 6.11 eV

2.
# C3H8N2O

One molecule with the formula C3H8N2O at a distorted geometry (the ωB97M-V functional and the def2-TZVPD basis, OMol25).

The geometry in ORCA input format:
```
! wB97M-V def2-TZVPD RIJCOSX def2/J DEFGRID3
* xyz 0 1
O -0.65 1.83 0.76
N -0.11 1.26 -0.41
N -0.18 -1.08 0.14
C 0.44 0.01 -0.17
C -1.63 -1.11 0.14
C 1.95 -0.10 -0.27
H 2.39 0.83 -0.62
H 2.20 -0.90 -0.97
H 2.36 -0.35 0.71
H -1.96 -2.11 -0.18
H -2.02 -0.94 1.14
H 0.55 1.92 -0.82
H -2.08 -0.40 -0.56
H -1.23 1.13 1.12
*
```

LUMO energy: 0.951 eV
HOMO level: -8.99 eV
frontier orbital gap: 9.94 eV